A structure of composition C45H48Cl2F3N8NiO2 in a non-equilibrium geometry. Source: the OMol25 dataset; level of theory: wB97M-V/def2-TZVPD.

ORCA input file:
```
! RIJCOSX wB97M-V def2-TZVPD def2/J DEFGRID3
* xyz 1 3
Ni 1.939 -2.543 1.406
C -0.306 -0.414 0.423
O -1.386 -1.178 -0.051
O 0.640 -1.179 0.949
C 0.232 0.516 -0.653
F 1.215 1.312 -0.173
F 0.673 -0.104 -1.736
F -0.716 1.404 -1.030
C -2.664 -0.573 -0.122
C -3.681 -1.380 0.669
H -3.313 -1.641 1.660
H -4.573 -0.762 0.812
H -4.035 -2.237 0.097
H -3.017 -0.555 -1.158
H -2.656 0.478 0.175
H -0.626 0.255 1.253
N 3.947 -2.531 -4.091
C 4.668 -2.736 -5.190
C 4.202 -2.517 -6.474
C 2.860 -2.186 -6.650
C 2.113 -1.920 -5.520
C 2.695 -2.120 -4.272
H 5.653 -3.166 -5.043
H 4.795 -2.804 -7.333
H 2.479 -1.997 -7.646
H 1.167 -1.392 -5.512
H 2.159 -1.830 -3.373
N 2.675 -1.114 2.805
C 2.720 0.182 2.523
C 2.911 1.148 3.489
C 3.130 0.755 4.797
C 3.205 -0.605 5.076
C 2.948 -1.495 4.062
H 2.752 0.513 1.494
H 2.971 2.198 3.243
H 3.281 1.456 5.607
H 3.419 -0.994 6.061
H 3.123 -2.558 4.178
N 5.375 2.925 -0.720
C 5.727 4.193 -0.555
C 4.872 5.236 -0.847
C 3.604 4.928 -1.323
C 3.223 3.616 -1.483
C 4.177 2.644 -1.191
H 6.705 4.376 -0.125
H 5.020 6.290 -0.650
H 2.911 5.707 -1.620
H 2.248 3.315 -1.840
H 3.933 1.591 -1.307
N 0.701 -3.441 2.827
C -0.055 -2.614 3.553
C -0.824 -3.034 4.622
C -0.932 -4.394 4.878
C -0.149 -5.261 4.126
C 0.646 -4.739 3.126
H -0.058 -1.569 3.269
H -1.428 -2.359 5.209
H -1.578 -4.774 5.658
H -0.175 -6.325 4.315
H 1.249 -5.411 2.526
N 1.503 -3.681 -0.248
C 2.394 -4.409 -0.911
C 2.096 -5.186 -2.017
C 0.783 -5.226 -2.455
C -0.145 -4.434 -1.799
C 0.238 -3.717 -0.679
H 3.447 -4.347 -0.659
H 2.943 -5.627 -2.521
H 0.423 -5.784 -3.310
H -1.186 -4.348 -2.074
H -0.479 -3.118 -0.130
N -6.276 2.086 2.584
C -5.073 2.649 2.664
C -4.340 3.089 1.572
C -4.792 2.752 0.307
C -6.049 2.172 0.200
C -6.754 1.895 1.369
H -4.665 2.765 3.665
H -3.387 3.544 1.801
H -4.277 3.018 -0.610
H -6.484 1.991 -0.774
H -7.757 1.487 1.304
N -0.511 4.049 3.618
C -1.480 4.942 3.743
C -2.103 5.618 2.693
C -1.575 5.396 1.436
C -0.493 4.567 1.267
C -0.033 3.881 2.377
H -1.917 4.981 4.739
H -2.906 6.301 2.924
H -1.993 5.909 0.574
H -0.046 4.272 0.329
H 0.770 3.154 2.327
N -2.739 -0.435 -6.821
C -3.174 -0.575 -5.570
C -2.442 -0.247 -4.441
C -1.199 0.348 -4.606
C -0.704 0.488 -5.893
C -1.497 0.021 -6.931
H -4.147 -1.049 -5.481
H -2.929 -0.337 -3.479
H -0.601 0.595 -3.738
H 0.274 0.926 -6.028
H -1.116 0.199 -7.936
C -2.455 0.633 3.965
Cl -1.194 0.325 5.147
Cl -3.971 -0.157 4.427
H -2.638 1.702 3.909
H -2.134 0.337 2.972
*
```

## Properties
- Kohn-Sham gap (alpha / beta) (eV) = 8.842 / 7.828
- HOMO level (alpha / beta) (eV) = -11.342 / -11.342
- energy relative to the best compared isomer or geometry (same formula, charge and spin) (eV) = 0.0000
- E_LUMO (alpha / beta) (eV) = -2.50 / -3.51

=====

An isolated molecule of C4H3N in a non-equilibrium geometry. Source: the OMol25 dataset; level of theory: wB97M-V/def2-TZVPD.

ORCA input file:
```
! RIJCOSX wB97M-V def2-TZVPD def2/J DEFGRID3
* xyz 0 1
C -1.362 0.210 -0.041
C 0.037 0.584 -0.096
C 1.248 0.585 -0.093
C 2.271 -0.335 0.065
N 2.912 -1.286 0.229
H -2.042 1.041 -0.217
H -1.545 -0.229 0.948
H -1.518 -0.570 -0.795
*
```

## Properties
- Kohn-Sham gap (eV) = 10.972
- SMILES = CC#CC#N
- HOMO level (eV) = -10.441
- energy relative to the best compared isomer or geometry (same formula, charge and spin) (eV) = 0.7053
- E_LUMO (eV) = 0.53

=====

An isolated molecule of C11H21N3O5 in a non-equilibrium geometry. Source: the OMol25 dataset; level of theory: wB97M-V/def2-TZVPD.

ORCA input file:
```
! RIJCOSX wB97M-V def2-TZVPD def2/J DEFGRID3
* xyz 0 1
C 1.146 -0.670 1.103
C 1.446 -1.584 -0.087
C 2.460 0.123 1.304
C 2.426 1.267 2.405
C 2.395 0.976 3.931
C 1.091 1.242 4.620
C -0.172 -0.361 -1.659
C -1.468 -0.234 -0.731
C -0.622 -0.509 -3.101
C -0.997 0.815 -3.675
C -2.454 1.375 -3.586
H 1.860 -2.185 2.146
H 0.271 -2.280 2.021
H 0.424 0.131 1.020
H 2.649 0.749 0.316
H 3.430 -0.431 1.373
H 1.474 1.919 2.357
H 3.259 1.944 2.167
H 3.247 1.556 4.390
H 2.654 -0.094 4.065
H 0.505 1.980 4.245
H 1.371 1.528 5.548
H 0.513 -0.752 4.017
H -0.757 0.260 4.523
H 0.378 -2.406 -1.599
H 0.419 0.441 -1.418
H -1.461 -1.277 -3.286
H 0.305 -0.856 -3.605
H -0.409 1.617 -3.176
H -0.806 0.860 -4.812
H -2.272 1.331 -1.687
H -2.887 -0.862 0.028
N 0.994 -1.507 2.232
N 0.226 0.042 4.646
N 0.779 -1.489 -1.320
O 2.169 -2.574 0.034
O -1.685 0.823 -0.150
O -2.788 1.933 -4.605
O -2.929 1.461 -2.402
O -2.224 -1.286 -0.462
*
```

## Properties
- Kohn-Sham gap (eV) = 8.555
- SMILES = NCCCC[C@H](N)C(=O)N[C@@H](CCC(=O)O)C(=O)O
- HOMO level (eV) = -8.396
- energy relative to the best compared isomer or geometry (same formula, charge and spin) (eV) = 3.4282
- E_LUMO (eV) = 0.16

=====

A cluster of 2 separate species, C2H8N2O in total in a non-equilibrium geometry. Source: the OMol25 dataset; level of theory: wB97M-V/def2-TZVPD.

ORCA input file:
```
! RIJCOSX wB97M-V def2-TZVPD def2/J DEFGRID3
* xyz 0 1
C -2.023 0.435 0.456
N -0.692 0.134 -0.024
C -0.377 -0.828 -0.885
N 0.855 -1.004 -1.166
H -2.718 -0.255 0.050
H -2.329 1.385 0.146
H -1.970 0.262 1.476
H 0.044 0.685 0.388
H -1.163 -1.598 -1.071
H 0.906 -1.824 -1.831
H 2.521 0.281 0.798
H 2.485 1.661 1.376
O 1.935 0.981 1.198
*
```

## Properties
- Kohn-Sham gap (eV) = 9.408
- SMILES = [H]/N=C/NC.O
- HOMO level (eV) = -8.329
- energy relative to the best compared isomer or geometry (same formula, charge and spin) (eV) = 1.6458
- E_LUMO (eV) = 1.08

=====

A structure of composition C33H25Br2F6GeMgN3O6S2 in a non-equilibrium geometry. Source: the OMol25 dataset; level of theory: wB97M-V/def2-TZVPD.

ORCA input file:
```
! RIJCOSX wB97M-V def2-TZVPD def2/J DEFGRID3
* xyz 0 1
Mg 0.105 -0.849 -1.596
Br -1.043 -6.277 -5.449
C -0.699 -4.865 -4.256
C -1.646 -4.502 -3.317
C -1.339 -3.446 -2.476
N -0.188 -2.784 -2.536
C 0.727 -3.144 -3.445
C 0.508 -4.189 -4.328
C 1.995 -2.353 -3.436
C 3.106 -2.719 -4.181
C 4.245 -1.940 -4.082
Br 5.773 -2.397 -5.081
C 4.266 -0.838 -3.249
C 3.110 -0.553 -2.543
N 2.004 -1.281 -2.639
H -2.594 -5.013 -3.246
H -2.036 -3.107 -1.719
H 1.241 -4.475 -5.065
H 3.103 -3.590 -4.818
H 5.146 -0.221 -3.150
H 3.064 0.298 -1.873
F 1.508 1.040 -4.971
C 0.978 1.987 -4.201
F 0.411 2.905 -4.958
F 1.952 2.548 -3.486
S -0.277 1.207 -3.042
O -0.460 -0.163 -3.523
O 0.394 1.188 -1.741
N -1.528 2.108 -3.036
S -2.718 1.790 -4.094
O -3.685 2.830 -4.001
O -2.215 1.371 -5.365
C -3.577 0.282 -3.351
F -3.487 -0.753 -4.181
F -4.858 0.563 -3.155
F -3.046 -0.075 -2.175
O -1.101 -1.398 -0.100
C -0.062 -1.740 0.547
O 1.082 -1.561 0.037
C -0.185 -2.280 1.944
C 0.567 -1.370 2.918
Ge -0.024 0.507 3.059
C 1.604 1.518 3.435
C 1.730 2.338 4.553
C 2.907 3.037 4.793
C 3.973 2.926 3.913
C 3.862 2.113 2.792
C 2.687 1.414 2.559
C -0.901 1.298 1.510
C -0.359 2.431 0.903
C -1.006 3.042 -0.164
C -2.206 2.531 -0.634
C -2.759 1.406 -0.037
C -2.110 0.796 1.025
C -1.232 0.634 4.597
C -2.449 1.311 4.531
C -3.280 1.395 5.642
C -2.902 0.808 6.840
C -1.688 0.139 6.926
C -0.865 0.054 5.813
H 0.261 -3.278 1.962
H -1.243 -2.362 2.191
H 1.620 -1.351 2.635
H 0.500 -1.774 3.930
H 0.901 2.435 5.245
H 2.991 3.671 5.667
H 4.890 3.470 4.100
H 4.692 2.026 2.102
H 2.611 0.778 1.681
H 0.581 2.838 1.257
H -0.568 3.913 -0.633
H -2.705 3.003 -1.471
H -3.690 0.997 -0.408
H -2.540 -0.097 1.465
H -2.753 1.782 3.604
H -4.223 1.922 5.570
H -3.548 0.874 7.706
H -1.383 -0.315 7.861
H 0.085 -0.464 5.901
*
```

## Properties
- Kohn-Sham gap (eV) = 7.476
- HOMO level (eV) = -8.568
- energy relative to the best compared isomer or geometry (same formula, charge and spin) (eV) = 0.7765
- E_LUMO (eV) = -1.09

=====

A structure of composition C21H45O2P3Yb in a non-equilibrium geometry. Source: the OMol25 dataset; level of theory: wB97M-V/def2-TZVPD.

ORCA input file:
```
! RIJCOSX wB97M-V def2-TZVPD def2/J DEFGRID3
* xyz 3 2
Yb 1.539 -1.218 0.126
P 2.193 2.244 0.261
P -0.132 1.815 2.186
P -1.782 1.936 -1.327
H -1.117 -5.937 -3.174
C -1.003 -5.174 -3.955
C 0.167 -4.620 -4.297
H 1.117 -4.825 -3.764
C 3.654 1.237 0.706
C 2.854 3.886 0.808
C 2.568 2.448 -1.524
C -1.841 1.397 2.766
C 0.758 1.311 3.716
C -0.154 3.620 2.604
C -1.593 1.493 -3.044
C -0.872 3.434 -0.870
C -3.492 1.988 -0.802
H -1.914 -4.877 -4.477
H 0.198 -3.902 -5.124
H 3.673 0.218 0.293
H 3.767 1.217 1.791
H 4.501 1.767 0.271
H 2.935 3.949 1.899
H 2.224 4.722 0.479
H 3.852 4.030 0.376
H 2.161 1.611 -2.108
H 3.656 2.484 -1.650
H 2.138 3.375 -1.920
H -2.101 2.027 3.628
H -1.876 0.342 3.066
H -2.573 1.568 1.966
H 0.199 1.660 4.593
H 1.761 1.751 3.720
H 0.844 0.221 3.756
H -1.093 3.862 3.120
H -0.080 4.243 1.709
H 0.696 3.858 3.256
H -2.089 2.215 -3.691
H -2.014 0.510 -3.250
H -0.539 1.431 -3.311
H -0.888 4.130 -1.724
H 0.179 3.197 -0.642
H -1.309 3.939 0.000
H -4.113 2.547 -1.508
H -3.567 2.464 0.179
H -3.864 0.961 -0.723
C -0.807 -1.902 -2.247
C -1.903 -2.742 -1.887
C -2.999 -2.773 -2.742
C -2.929 -2.191 -4.023
C -1.712 -1.654 -4.481
C -0.608 -1.596 -3.631
O -0.044 -1.397 -1.289
H -1.342 0.830 -0.598
H -1.857 -3.250 -0.922
H -3.895 -3.314 -2.439
H -3.807 -2.160 -4.692
H -1.607 -1.354 -5.541
H 0.388 -1.283 -3.980
C 0.518 -3.342 4.001
C 2.004 -2.998 4.054
C 2.303 -2.073 2.883
O 1.091 -2.029 2.044
C -0.054 -2.682 2.755
H 0.424 -4.427 3.917
H -0.016 -3.014 4.897
H 2.609 -3.903 3.944
H 2.233 -2.507 4.999
H 2.478 -1.054 3.235
H 3.157 -2.438 2.292
H -0.475 -3.400 2.054
H -0.777 -1.903 3.006
*
```

## Properties
- Kohn-Sham gap (alpha / beta) (eV) = 6.550 / 4.102
- HOMO level (alpha / beta) (eV) = -15.414 / -15.414
- energy relative to the best compared isomer or geometry (same formula, charge and spin) (eV) = 0.0000
- E_LUMO (alpha / beta) (eV) = -8.86 / -11.31

=====

A cluster of 2 separate species, C5H14 in total in a non-equilibrium geometry. Source: the OMol25 dataset; level of theory: wB97M-V/def2-TZVPD.

ORCA input file:
```
! RIJCOSX wB97M-V def2-TZVPD def2/J DEFGRID3
* xyz 0 1
C 0.553 3.492 0.725
C 1.144 2.289 1.745
H -0.019 4.224 1.278
H 1.418 3.944 0.159
H -0.025 2.978 -0.030
H 1.714 2.691 2.555
H 1.816 1.746 1.061
H 0.274 1.829 2.091
C 0.031 -2.233 -0.668
C -0.386 -1.212 -1.795
C -1.336 -2.631 -0.098
H 0.662 -3.020 -1.162
H 0.756 -1.908 0.120
H 0.161 -1.017 -2.618
H -0.420 -0.167 -1.247
H -1.693 -3.648 -0.341
H -1.171 -2.698 1.088
H -1.421 -1.347 -2.192
H -2.087 -1.834 -0.217
*
```

## Properties
- Kohn-Sham gap (eV) = 11.920
- SMILES = CCC.CC
- HOMO level (eV) = -10.904
- energy relative to the best compared isomer or geometry (same formula, charge and spin) (eV) = 1.6470
- E_LUMO (eV) = 1.02

=====

An isolated molecule of C3H7N in a non-equilibrium geometry. Source: the OMol25 dataset; level of theory: wB97M-V/def2-TZVPD.

ORCA input file:
```
! RIJCOSX wB97M-V def2-TZVPD def2/J DEFGRID3
* xyz 0 1
C 0.605 1.142 0.889
C 0.638 -0.314 0.472
C -0.113 -0.891 -0.468
N -1.316 -0.481 -1.091
H -0.413 1.520 1.019
H 1.211 1.286 1.783
H 0.997 1.844 0.150
H 1.601 -0.781 0.639
H 0.227 -1.873 -0.815
H -2.152 -0.590 -0.557
H -1.287 -0.862 -2.023
*
```

## Properties
- Kohn-Sham gap (eV) = 9.554
- SMILES = C/C=C\N
- HOMO level (eV) = -8.461
- energy relative to the best compared isomer or geometry (same formula, charge and spin) (eV) = 0.6346
- E_LUMO (eV) = 1.09

=====

The ion C3H8N3 with charge +1 in a non-equilibrium geometry. Source: the OMol25 dataset; level of theory: wB97M-V/def2-TZVPD.

ORCA input file:
```
! RIJCOSX wB97M-V def2-TZVPD def2/J DEFGRID3
* xyz 1 3
C -1.405 -0.293 -0.531
C 0.841 -0.821 -0.528
C -0.259 0.161 1.295
N -0.238 -0.294 -1.210
N 0.995 -0.265 0.733
N 0.711 1.135 0.901
H -1.891 -1.266 -0.154
H -2.272 0.310 -0.831
H 0.922 -1.972 -0.410
H 1.757 -0.557 -1.106
H -0.558 0.063 2.354
H -0.217 0.112 -2.119
H 0.454 1.768 0.085
H 1.160 1.918 1.520
*
```

## Properties
- Kohn-Sham gap (alpha / beta) (eV) = 6.363 / 8.207
- HOMO level (alpha / beta) (eV) = -10.152 / -14.917
- energy relative to the best compared isomer or geometry (same formula, charge and spin) (eV) = 4.4349
- E_LUMO (alpha / beta) (eV) = -3.79 / -6.71

=====

A structure of composition C30H27Cl3N3O2RuTe in a non-equilibrium geometry. Source: the OMol25 dataset; level of theory: wB97M-V/def2-TZVPD.

ORCA input file:
```
! RIJCOSX wB97M-V def2-TZVPD def2/J DEFGRID3
* xyz 0 2
Ru -1.101 0.710 -0.003
O 1.131 0.371 0.486
C 1.888 1.168 -0.340
C 3.054 0.690 -0.918
C 3.780 1.485 -1.790
C 3.343 2.776 -2.080
C 2.190 3.258 -1.511
C 1.409 2.480 -0.630
C 0.224 3.043 -0.066
N -0.514 2.463 0.868
C -1.709 3.136 1.314
C -2.758 3.154 0.175
N -2.801 1.864 -0.477
C -3.941 1.360 -0.826
C -4.152 0.137 -1.536
C -5.443 -0.127 -2.022
C -5.736 -1.282 -2.705
C -4.740 -2.236 -2.912
C -3.467 -2.011 -2.452
C -3.123 -0.830 -1.764
O -1.901 -0.675 -1.352
H 3.389 -0.307 -0.665
H 4.687 1.106 -2.232
H 3.913 3.409 -2.743
H 1.861 4.267 -1.710
H -0.028 4.054 -0.399
H -1.503 4.160 1.648
H -2.113 2.568 2.159
H -2.460 3.905 -0.571
H -3.747 3.427 0.569
H -4.847 1.924 -0.594
H -6.212 0.611 -1.841
H -6.738 -1.457 -3.060
H -4.976 -3.158 -3.422
H -2.685 -2.750 -2.573
C 5.046 0.586 3.764
C 4.409 1.559 2.983
C 3.343 1.229 2.192
C 2.853 -0.092 2.157
C 1.749 -0.500 1.360
C 1.216 -1.759 1.483
C 1.820 -2.705 2.317
C 2.944 -2.382 3.026
C 3.465 -1.071 2.986
C 4.580 -0.698 3.763
H 5.887 0.859 4.385
H 4.766 2.577 3.008
H 2.849 2.001 1.623
H 0.303 -2.005 0.956
H 1.396 -3.693 2.379
H 3.442 -3.116 3.646
H 5.047 -1.458 4.372
C 1.413 -3.831 -2.741
Te 0.234 -2.164 -1.978
C 0.102 -1.348 -3.971
H 2.385 -3.521 -3.103
H 0.870 -4.294 -3.557
H 1.543 -4.555 -1.947
H -0.331 -2.079 -4.645
H 1.099 -1.094 -4.314
H -0.513 -0.457 -3.943
Cl -3.387 -1.009 5.133
C -3.096 -1.441 3.494
Cl -1.362 -3.231 3.719
Cl -4.380 -2.273 2.696
C -2.315 -0.652 2.706
N -1.554 -0.076 2.031
*
```

## Properties
- Kohn-Sham gap (alpha / beta) (eV) = 5.174 / 5.685
- HOMO level (alpha / beta) (eV) = -6.700 / -7.251
- energy relative to the best compared isomer or geometry (same formula, charge and spin) (eV) = 0.0000
- E_LUMO (alpha / beta) (eV) = -1.53 / -1.57